No. 1
Entry from the Open Molecules 2025 dataset: a molecular structure, C24H66Cu4N6O10S (ωB97M-V with the def2-TZVPD basis set).

Calculated values
- Multiplicity: 2
- Frontier orbital gap (spin up / spin down): 4.58 / 6.30 eV
- Calculated total energy: -244754.9281 eV
- Charge: +1
- Maximum force: 3.4 eV/A

Last column: Löwdin spin population.
Positions of all 111 atoms, in Å:
Cu -16.654 1.004 -8.717  0.29
Cu -20.318 1.129 -13.520  0.00
Cu -19.214 -2.238 -7.913  0.15
Cu -16.782 -2.539 -9.974  0.19
S -18.575 -0.377 -10.782  0.07
O -19.012 -1.567 -10.080  0.07
O -19.401 -0.288 -12.011  0.01
O -18.764 0.872 -9.987  0.05
O -17.163 -0.505 -11.076  0.07
C -14.872 -0.196 -15.264  0.00
C -15.164 -0.893 -13.943  0.00
C -14.096 -1.908 -13.608  0.00
O -13.755 -2.756 -14.661  0.00
C -14.799 -3.637 -15.069  0.00
N -15.384 0.105 -12.915  0.00
H -14.524 -0.803 -16.100  0.00
H -13.976 0.393 -15.066  0.00
H -15.630 0.525 -15.568  0.00
H -16.104 -1.415 -14.122  0.00
H -14.198 -2.541 -12.726  0.00
H -13.188 -1.359 -13.361  0.00
H -15.027 -4.345 -14.273  0.00
H -14.289 -4.150 -15.885  0.00
H -15.677 -3.142 -15.482  0.00
H -16.058 0.773 -13.260  0.00
H -15.869 -0.302 -12.127  0.00
C -17.704 2.719 -12.863  0.00
C -18.653 3.684 -12.153  0.00
C -19.208 4.878 -13.030  0.00
O -19.917 5.898 -12.266  0.00
C -20.561 6.937 -13.085  0.00
N -19.722 2.824 -11.752  0.00
H -18.117 2.251 -13.756  0.00
H -17.348 1.877 -12.268  0.00
H -16.770 3.236 -13.085  0.00
H -18.118 4.061 -11.281  0.00
H -19.857 4.392 -13.758  0.00
H -18.353 5.370 -13.494  0.00
H -19.797 7.460 -13.659  0.00
H -21.060 7.571 -12.351  0.00
H -21.240 6.419 -13.762  0.00
H -20.275 3.248 -11.020  0.00
H -19.386 1.992 -11.287  0.00
C -21.129 -4.267 -12.535  0.00
C -19.937 -4.539 -11.618  0.00
C -18.591 -3.967 -12.186  0.00
O -17.409 -4.532 -11.542  0.02
C -17.334 -5.950 -11.601  0.00
N -20.229 -4.006 -10.345  0.00
H -20.895 -4.457 -13.583  0.00
H -21.385 -3.216 -12.402  0.00
H -22.021 -4.892 -12.492  0.00
H -19.844 -5.625 -11.581  0.00
H -18.404 -2.897 -12.097  0.00
H -18.489 -4.043 -13.269  0.00
H -17.942 -6.249 -10.747  0.00
H -16.343 -6.386 -11.475  0.00
H -17.721 -6.353 -12.536  0.00
H -20.145 -2.999 -10.344  0.00
H -19.403 -4.167 -9.787  0.01
C -21.638 1.498 -8.156  0.00
C -20.964 0.894 -6.925  0.00
C -22.000 0.124 -6.100  0.00
O -22.920 1.010 -5.442  0.00
C -23.775 0.245 -4.606  0.00
N -19.951 0.030 -7.455  0.02
H -22.398 2.212 -7.838  0.00
H -22.174 0.750 -8.741  0.00
H -20.912 2.036 -8.766  0.00
H -20.509 1.690 -6.335  0.00
H -21.516 -0.575 -5.419  0.00
H -22.539 -0.477 -6.832  0.00
H -23.261 -0.212 -3.760  0.00
H -24.231 -0.539 -5.211  0.00
H -24.625 0.822 -4.244  0.00
H -19.163 0.049 -6.824  0.02
H -19.637 0.629 -8.205  0.01
C -20.453 -1.973 -15.271  0.00
C -19.061 -1.500 -15.795  0.00
C -19.073 -1.033 -17.263  0.00
O -17.833 -0.655 -17.813  0.00
C -17.103 -1.836 -18.255  0.00
N -18.716 -0.307 -14.965  0.00
H -20.435 -2.281 -14.225  0.00
H -20.818 -2.892 -15.729  0.00
H -21.198 -1.177 -15.262  0.00
H -18.361 -2.332 -15.715  0.00
H -19.675 -0.127 -17.329  0.00
H -19.511 -1.827 -17.868  0.00
H -17.627 -2.565 -18.872  0.00
H -16.847 -2.449 -17.391  0.00
H -16.171 -1.475 -18.691  0.00
H -18.652 -0.674 -14.026  0.00
H -17.859 0.137 -15.264  0.00
C -24.439 0.210 -12.081  0.00
C -23.057 -0.361 -11.618  0.00
C -23.094 -1.688 -10.837  0.00
O -23.603 -2.682 -11.705  0.00
C -23.870 -3.900 -10.988  0.00
N -22.276 -0.602 -12.774  0.00
H -24.990 -0.492 -12.708  0.00
H -24.366 1.093 -12.715  0.00
H -25.075 0.280 -11.198  0.00
H -22.593 0.429 -11.027  0.00
H -23.786 -1.560 -10.005  0.00
H -22.073 -1.937 -10.548  0.00
H -24.306 -4.671 -11.624  0.00
H -24.582 -3.690 -10.191  0.00
H -22.952 -4.252 -10.517  0.00
H -21.337 -0.638 -12.405  0.00
H -22.541 -1.559 -12.957  0.00

Cartesian forces (eV/Å) of the 3 atoms listed first:
-0.69 -0.65 -0.58
0.30 -0.06 0.33
-0.13 1.33 -0.68

=====

No. 2
Entry from the Open Molecules 2025 dataset: a molecular structure, C46H43FI2N5O3P2S2W (ωB97M-V with the def2-TZVPD basis set).

Calculated values
- Multiplicity: 3
- Frontier orbital gap (spin up / spin down): 4.33 / 4.45 eV
- Calculated total energy: -122975.9835 eV
- Charge: +1
- Relative energy (zero: lowest compared OMol25 entry of this formula, charge and spin): 123.1 kcal per mole
- Maximum force: 0.8 eV/A

Last column: Löwdin spin population.
Positions of all 105 atoms, in Å:
W 1.929 0.022 0.203  0.79
S 3.641 1.541 -0.727  -0.01
P 2.151 2.871 0.007  0.03
C 1.758 1.804 1.364  0.08
P 2.878 1.611 2.640  0.02
S 3.945 -0.043 2.136  0.00
C 2.032 1.368 4.227  0.00
C 0.691 1.701 4.358  0.00
C 0.056 1.557 5.586  0.00
C 0.759 1.071 6.676  0.00
C 2.105 0.741 6.548  0.00
C 2.743 0.895 5.329  0.00
C 3.987 2.996 2.970  0.00
C 3.542 4.075 3.729  0.00
C 4.368 5.170 3.922  0.00
C 5.642 5.183 3.370  0.00
C 6.090 4.103 2.625  0.00
C 5.264 3.010 2.419  0.00
C 2.954 4.481 0.218  0.01
C 4.238 4.721 -0.258  0.00
C 4.775 6.000 -0.195  0.00
C 4.041 7.034 0.364  0.00
C 2.762 6.795 0.851  0.00
C 2.214 5.526 0.767  0.00
C 0.650 3.181 -0.766  0.04
C -0.454 2.163 -0.584  0.05
C -1.802 2.761 -0.858  0.32
C -1.911 3.817 -1.733  0.03
C -0.788 4.241 -2.429  0.39
C 0.465 3.461 -2.216  0.03
H 0.160 2.076 3.490  0.00
H -0.989 1.821 5.686  0.00
H 0.264 0.954 7.631  0.00
H 2.658 0.374 7.404  0.00
H 3.794 0.646 5.229  0.00
H 2.550 4.066 4.166  0.00
H 4.017 6.012 4.503  0.00
H 6.287 6.039 3.522  0.00
H 7.082 4.114 2.193  0.00
H 5.597 2.171 1.822  0.00
H 4.820 3.911 -0.678  0.00
H 5.770 6.183 -0.581  0.00
H 4.461 8.030 0.417  0.00
H 2.185 7.602 1.284  0.00
H 1.201 5.342 1.100  0.00
H -0.439 1.648 0.377  0.00
H -2.665 2.401 -0.311  0.02
H -2.860 4.321 -1.868  -0.01
H -0.809 5.090 -3.097  0.02
H 1.324 3.830 -2.769  0.00
F -2.126 -5.526 -0.043  0.00
C -2.211 -4.450 -0.854  0.00
C -1.438 -3.357 -0.599  0.00
C -1.557 -2.219 -1.410  0.00
C -0.735 -1.062 -1.139  0.01
O 0.069 -1.093 -0.157  0.01
C -0.902 0.047 -2.014  0.01
C -1.803 -0.012 -3.025  0.01
N -2.560 -1.107 -3.294  0.00
C -3.480 -1.079 -4.407  0.00
C -3.033 -0.447 -5.688  0.00
C -3.186 -1.937 -5.607  0.00
C -2.463 -2.222 -2.484  0.00
C -3.225 -3.372 -2.734  0.00
C -3.109 -4.489 -1.931  0.00
N -3.900 -5.630 -2.238  0.00
C -5.341 -5.534 -2.078  0.00
C -5.993 -6.286 -3.253  0.00
N -4.970 -7.244 -3.799  0.00
C -4.280 -7.977 -2.689  0.00
C -3.417 -6.962 -1.913  0.00
C -0.022 1.225 -1.761  0.03
O 0.137 2.067 -2.838  0.03
O 1.226 0.636 -1.470  0.02
H -0.743 -3.345 0.229  0.00
H -1.925 0.841 -3.677  0.00
H -4.514 -0.946 -4.109  0.00
H -2.024 -0.062 -5.732  0.00
H -3.766 0.122 -6.239  0.00
H -2.273 -2.516 -5.572  0.00
H -4.020 -2.400 -6.117  0.00
H -3.892 -3.398 -3.584  0.00
H -5.649 -4.492 -2.094  0.00
H -5.671 -5.960 -1.121  0.00
H -6.275 -5.623 -4.069  0.00
H -6.859 -6.872 -2.952  0.00
H -4.263 -6.692 -4.291  0.00
H -5.396 -7.890 -4.463  0.00
H -3.687 -8.782 -3.117  0.00
H -5.067 -8.410 -2.074  0.00
H -2.372 -7.039 -2.212  0.00
H -3.480 -7.206 -0.849  0.00
I -2.282 -1.718 4.700  0.00
C -0.499 -1.511 3.699  0.00
C 0.751 -1.929 4.106  0.00
N 1.608 -1.555 3.152  0.00
N 1.002 -0.885 2.164  0.00
C -0.288 -0.858 2.484  0.00
H 1.083 -2.437 4.995  0.00
H 2.630 -1.511 3.158  0.00
H -1.004 -0.366 1.850  0.00
I 2.601 -2.615 -1.913  0.00
C 2.929 -1.881 0.101  0.02
H 4.013 -1.862 0.163  0.01
H 2.520 -2.660 0.745  0.01

Cartesian forces (eV/Å) of the 3 atoms listed first:
-0.06 0.76 0.00
0.36 0.12 -0.19
-0.16 -0.20 0.00

=====

No. 3
Entry from the Open Molecules 2025 dataset: a molecular structure, C4H9N3 (ωB97M-V with the def2-TZVPD basis set).

Calculated values
- Frontier orbital gap: 9.35 eV
- Calculated total energy: -8761.5014 eV
- Relative energy (zero: lowest compared OMol25 entry of this formula, charge and spin): 69.7 kcal per mole
- Maximum force: 7.9 eV/A

Last column: Löwdin charge in e.
Positions of all 16 atoms, in Å:
C -0.483 2.139 -0.185  -0.12
C -0.235 -2.386 -0.287  -0.08
N 0.600 1.190 -0.329  -0.06
C -0.617 -1.000 0.127  -0.28
C 0.844 0.092 0.334  -0.44
N -1.804 -0.687 0.433  0.12
N 1.894 -0.521 0.664  0.11
H -1.960 0.300 0.611  0.02
H 2.718 0.080 0.636  0.04
H 1.722 1.801 -0.349  0.24
H -0.808 2.239 0.853  0.08
H -1.318 1.841 -0.824  0.08
H -0.140 3.116 -0.528  0.08
H 0.262 -2.357 -1.259  0.08
H -1.119 -3.029 -0.349  0.08
H 0.442 -2.819 0.452  0.07

Cartesian forces (eV/Å) of the 3 atoms listed first:
-0.44 0.01 0.03
-0.09 -0.06 0.17
5.75 5.30 -1.10

=====

No. 4
Entry from the Open Molecules 2025 dataset: a molecular structure, C5H12NO (ωB97M-V with the def2-TZVPD basis set).

Calculated values
- Frontier orbital gap: 5.51 eV
- Calculated total energy: -8911.8219 eV
- Charge: -1
- Relative energy (zero: lowest compared OMol25 entry of this formula, charge and spin): 120.9 kcal per mole
- Maximum force: 4.7 eV/A

Last column: Löwdin charge in e.
Positions of all 19 atoms, in Å:
C 2.497 1.221 0.048  -0.05
C 1.940 -0.099 0.136  -0.53
C 0.383 0.066 0.312  -0.21
C -0.325 -1.211 0.569  -0.27
C -1.877 -0.976 0.530  -0.56
O -2.255 0.129 1.213  -0.39
N 2.432 -1.321 0.325  0.07
H 2.032 1.814 -0.751  0.09
H 3.555 1.453 0.036  0.06
H 2.275 0.708 1.196  0.18
H -4.865 2.581 -3.544  0.00
H -0.048 0.614 -0.547  0.12
H 0.335 0.669 1.234  0.11
H -0.145 -1.999 -0.189  0.10
H -0.126 -1.592 1.575  0.10
H -2.358 -1.926 0.971  0.08
H -2.092 -0.808 -0.561  0.07
H -4.634 1.889 -3.451  0.00
H 3.276 -1.213 0.896  0.02

Cartesian forces (eV/Å) of the 3 atoms listed first:
1.70 -0.62 1.31
-1.72 -4.14 -1.35
1.27 -0.16 -0.89

=====

What did the third record say?
Entry from the Open Molecules 2025 dataset: a molecular structure, C4H9N3 (ωB97M-V with the def2-TZVPD basis set).

Calculated values
- Frontier orbital gap: 9.35 eV
- Calculated total energy: -8761.5014 eV
- Relative energy (zero: lowest compared OMol25 entry of this formula, charge and spin): 69.7 kcal per mole
- Maximum force: 7.9 eV/A

Last column: Löwdin charge in e.
Positions of all 16 atoms, in Å:
C -0.483 2.139 -0.185  -0.12
C -0.235 -2.386 -0.287  -0.08
N 0.600 1.190 -0.329  -0.06
C -0.617 -1.000 0.127  -0.28
C 0.844 0.092 0.334  -0.44
N -1.804 -0.687 0.433  0.12
N 1.894 -0.521 0.664  0.11
H -1.960 0.300 0.611  0.02
H 2.718 0.080 0.636  0.04
H 1.722 1.801 -0.349  0.24
H -0.808 2.239 0.853  0.08
H -1.318 1.841 -0.824  0.08
H -0.140 3.116 -0.528  0.08
H 0.262 -2.357 -1.259  0.08
H -1.119 -3.029 -0.349  0.08
H 0.442 -2.819 0.452  0.07

Cartesian forces (eV/Å) of the 3 atoms listed first:
-0.44 0.01 0.03
-0.09 -0.06 0.17
5.75 5.30 -1.10

=====

Among the records above, which one has the lowest calculated total energy? C24H66Cu4N6O10S

=====

Among the records above, which one has the highest calculated total energy? C4H9N3